Record 1
Density functional theory data (ωB97M-V with the def2-TZVPD basis set) for C12H29N4O6PTi as an isolated structure in a non-equilibrium geometry.

Each line ends with the Löwdin spin population.
Cartesian coordinates (Å):
Ti  0.971  0.021  -0.087  -0.003
P  -1.508  -1.149  -0.006  0.016
O  3.164  -1.543  -1.444  0.016
O  2.058  4.705  1.307  0.004
O  0.184  2.285  1.883  0.272
O  1.071  -1.617  -2.799  0.017
O  -0.800  2.600  -0.360  -0.005
O  1.045  -2.774  1.183  0.485
N  1.056  -1.517  1.418  0.306
N  -0.235  1.532  -0.990  -0.010
N  0.493  1.008  1.740  0.361
N  0.565  -0.605  -2.147  0.019
C  -0.545  1.434  -2.307  0.008
C  -2.954  -0.391  -0.841  0.006
C  2.761  0.520  -0.340  0.135
C  -0.110  0.266  -2.954  -0.008
C  0.166  0.900  4.157  0.004
C  1.001  -1.072  2.722  0.215
C  -1.506  -2.815  -0.765  0.004
C  -2.257  -1.515  1.623  -0.001
C  1.204  -2.055  3.802  0.030
C  0.585  0.270  2.879  0.079
C  -1.367  2.485  -2.934  0.002
C  -0.315  0.012  -4.399  -0.001
H  2.391  -1.568  -2.117  0.000
H  -2.462  -3.316  -0.573  0.001
H  -0.915  1.110  4.162  0.001
H  -2.843  -0.452  -1.929  0.000
H  -3.274  -1.903  1.494  0.000
H  -3.876  -0.906  -0.541  0.001
H  2.212  1.071  -1.183  0.010
H  2.730  0.052  0.705  0.010
H  3.945  -1.714  -1.937  0.000
H  -1.189  3.443  -2.446  0.000
H  -1.329  -2.730  -1.841  0.000
H  1.344  -1.521  4.742  0.000
H  -3.021  0.665  -0.560  0.000
H  -2.296  -0.595  2.216  0.000
H  -2.432  2.232  -2.873  0.001
H  0.387  0.236  4.996  0.000
H  0.711  1.842  4.299  0.002
H  -1.390  -0.035  -4.624  0.000
H  -1.653  -2.250  2.165  0.000
H  -1.108  2.561  -3.990  0.000
H  -0.686  -3.394  -0.326  0.000
H  -0.399  2.519  0.662  0.001
H  0.171  -0.914  -4.713  0.000
H  2.370  4.549  0.403  0.000
H  1.504  3.921  1.481  0.001
H  0.348  -2.738  3.899  0.012
H  2.098  -2.644  3.577  0.005
H  0.135  0.856  -4.941  -0.001
H  3.800  0.638  -0.546  0.006

- ΔE to the lowest compared entry with this formula, charge and spin (kJ/mol) = 220.9
- molecular weight (g mol⁻¹) = 404.23
- multiplicity = 3

---

Record 2
Density functional theory data (ωB97M-V with the def2-TZVPD basis set) for an isolated ion of composition CH5N2O3S and charge -1 in a non-equilibrium geometry.

Each line ends with the natural charge from an NBO analysis.
Cartesian coordinates (Å):
S  1.317  0.074  -0.370  2.449
O  1.927  1.389  -0.170  -1.025
O  0.835  -0.313  -1.677  -1.035
O  2.170  -0.971  0.223  -1.053
N  -0.440  -1.237  0.779  -0.717
N  -0.070  0.112  0.695  -0.489
C  -1.198  1.014  -0.059  -0.424
H  0.283  -1.778  1.224  0.377
H  -1.854  1.296  0.736  0.187
H  -1.639  0.368  -0.826  0.187
H  -0.656  1.786  -0.483  0.214
H  -0.676  -1.740  -0.073  0.330

- ΔE to the lowest compared entry with this formula, charge and spin (kJ/mol) = 67.4
- charge = -1
- molecular weight (g mol⁻¹) = 125.13
- multiplicity = 1

---

Question: molecular weight of number 1 (C12H29N4O6PTi)?
Answer: 404.23 g mol⁻¹

---

Please write out number 1 again, unchanged.
Density functional theory data (ωB97M-V with the def2-TZVPD basis set) for C12H29N4O6PTi as an isolated structure in a non-equilibrium geometry.

Each line ends with the Löwdin spin population.
Cartesian coordinates (Å):
Ti  0.971  0.021  -0.087  -0.003
P  -1.508  -1.149  -0.006  0.016
O  3.164  -1.543  -1.444  0.016
O  2.058  4.705  1.307  0.004
O  0.184  2.285  1.883  0.272
O  1.071  -1.617  -2.799  0.017
O  -0.800  2.600  -0.360  -0.005
O  1.045  -2.774  1.183  0.485
N  1.056  -1.517  1.418  0.306
N  -0.235  1.532  -0.990  -0.010
N  0.493  1.008  1.740  0.361
N  0.565  -0.605  -2.147  0.019
C  -0.545  1.434  -2.307  0.008
C  -2.954  -0.391  -0.841  0.006
C  2.761  0.520  -0.340  0.135
C  -0.110  0.266  -2.954  -0.008
C  0.166  0.900  4.157  0.004
C  1.001  -1.072  2.722  0.215
C  -1.506  -2.815  -0.765  0.004
C  -2.257  -1.515  1.623  -0.001
C  1.204  -2.055  3.802  0.030
C  0.585  0.270  2.879  0.079
C  -1.367  2.485  -2.934  0.002
C  -0.315  0.012  -4.399  -0.001
H  2.391  -1.568  -2.117  0.000
H  -2.462  -3.316  -0.573  0.001
H  -0.915  1.110  4.162  0.001
H  -2.843  -0.452  -1.929  0.000
H  -3.274  -1.903  1.494  0.000
H  -3.876  -0.906  -0.541  0.001
H  2.212  1.071  -1.183  0.010
H  2.730  0.052  0.705  0.010
H  3.945  -1.714  -1.937  0.000
H  -1.189  3.443  -2.446  0.000
H  -1.329  -2.730  -1.841  0.000
H  1.344  -1.521  4.742  0.000
H  -3.021  0.665  -0.560  0.000
H  -2.296  -0.595  2.216  0.000
H  -2.432  2.232  -2.873  0.001
H  0.387  0.236  4.996  0.000
H  0.711  1.842  4.299  0.002
H  -1.390  -0.035  -4.624  0.000
H  -1.653  -2.250  2.165  0.000
H  -1.108  2.561  -3.990  0.000
H  -0.686  -3.394  -0.326  0.000
H  -0.399  2.519  0.662  0.001
H  0.171  -0.914  -4.713  0.000
H  2.370  4.549  0.403  0.000
H  1.504  3.921  1.481  0.001
H  0.348  -2.738  3.899  0.012
H  2.098  -2.644  3.577  0.005
H  0.135  0.856  -4.941  -0.001
H  3.800  0.638  -0.546  0.006

- ΔE to the lowest compared entry with this formula, charge and spin (kJ/mol) = 220.9
- molecular weight (g mol⁻¹) = 404.23
- multiplicity = 3

---

Question: Look up the multiplicity of the first one.
Answer: 3